CCl4O2P | the ωB97M-V functional and the def2-TZVPD basis

```
8
Properties=species:S:1:pos:R:3:forces:R:3:nbo_charge:R:1
C -0.739 0.042 0.598 -0.8 0.1 -1.0 -0.358
O 0.920 -0.455 -1.463 -0.3 -0.2 0.3 -1.080
O 1.712 1.207 0.369 -0.3 0.0 0.4 -1.099
P 1.019 -0.019 -0.059 0.8 0.5 -1.6 2.081
Cl -2.030 -0.639 -0.174 0.7 0.4 0.5 0.410
Cl 1.690 -1.571 1.057 0.1 -0.6 0.6 -0.355
Cl -1.012 1.293 1.672 -0.4 0.0 0.4 0.173
Cl -3.858 -0.086 -2.154 0.2 -0.1 0.3 -0.772
```
Positions in Å, forces in eV/Å.

spin multiplicity = 1
charge = -1
frontier orbital gap = 5.853 eV